DFT (ωB97M-V/def2-TZVPD) results for one molecule with the formula C3H4N3P at a distorted geometry.

```
11
Properties=species:S:1:pos:R:3:forces:R:3
C 1.281 0.809 0.353 2.704 1.785 0.963
C 0.418 1.814 -1.459 1.449 2.710 -2.198
C -0.223 -1.013 0.123 1.963 -0.140 0.046
N 0.228 0.066 0.555 -2.950 -2.570 0.060
N 1.480 1.622 -0.625 0.464 -0.144 1.147
N -1.374 -1.602 0.266 -2.605 1.361 0.936
P 0.475 3.106 -2.570 -0.171 -0.978 0.630
H 1.952 0.823 1.254 -0.096 0.021 -1.223
H -0.439 1.237 -1.393 -1.765 -1.276 0.220
H -2.090 -1.061 0.726 -0.178 0.788 0.202
H -1.737 -2.516 0.314 1.185 -1.557 -0.783
```
Positions in Å, forces in eV/Å.

As for the total energy: -16929.7008 eV. The value obtained for the largest force on an atom is 3.91 eV Å⁻¹. The value obtained for the orbital gap (alpha / beta) is 7.15 / 6.75 eV. As for the multiplicity: 1. Its energy above the lowest of the compared OMol25 structures with the same formula, charge and spin is 76.8 kcal/mol.

Here are the Löwdin charges for atoms 1 to 2, given in e: C -0.29; C -0.71